Model w:
C4H10O2 | ωB97M-V/def2-TZVPD

Computed properties:
LUMO level (alpha / beta) in eV: 0.81 / 0.80
Orbital gap (alpha / beta) in eV: 8.2321 / 8.3040

Each atom is followed by the atoms it is bonded to, with distances in Å.
Positions of all 16 atoms, in Å:
1 O 0.391 0.786 1.556  C4 1.298, C14 1.298
2 O -0.515 -0.593 -1.274  C7 1.403, C13 1.419
3 H 1.808 -0.060 0.343  C4 1.086
4 C 0.768 -0.066 0.652  O1 1.298, H3 1.086, C13 1.478
5 H 0.850 2.522 -0.210  H10 0.756
6 H -1.070 -2.506 -1.874  C7 1.102
7 C -1.429 -1.463 -1.887  O2 1.403, H6 1.102, H8 1.102, H12 1.092
8 H -2.414 -1.433 -1.395  C7 1.102
9 H 0.584 2.289 2.874  C14 1.079
10 H 0.721 1.938 -0.672  H5 0.756
11 H -1.181 -0.875 0.677  C13 1.102
12 H -1.540 -1.139 -2.924  C7 1.092
13 C -0.262 -0.955 0.074  O2 1.419, C4 1.478, H11 1.102, H15 1.105
14 C 1.083 1.747 2.086  O1 1.298, H9 1.079, H16 1.085
15 H 0.064 -2.010 0.103  C13 1.105
16 H 2.143 1.818 1.869  C14 1.085

=====

Model x:
C4H10O2 | ωB97M-V/def2-TZVPD

Computed properties:
LUMO level in eV: 0.54
Orbital gap in eV: 11.2658
SMILES: O=CO.CCC

Each atom is followed by the atoms it is bonded to, with distances in Å.
Positions of all 16 atoms, in Å:
1 O -1.095 2.352 1.853  C5 1.324, H8 1.064
2 H 1.766 -0.623 0.518  C3 1.109
3 C 1.769 -1.647 0.093  H2 1.109, C6 1.632, H9 1.141, H10 1.074
4 H -0.330 -1.829 -0.487  C6 1.078
5 C -1.143 1.675 0.716  O1 1.324, O13 1.238, H15 1.093
6 C 0.602 -1.852 -1.029  C3 1.632, H4 1.078, H12 1.071, C16 1.592
7 H 1.273 -0.069 -2.156  C16 1.060
8 H -0.119 2.030 2.130  O1 1.064
9 H 2.647 -1.599 -0.635  C3 1.141
10 H 1.888 -2.389 0.860  C3 1.074
11 H -0.597 -0.494 -2.248  C16 1.093
12 H 0.727 -2.755 -1.592  C6 1.071
13 O -0.978 0.450 0.791  C5 1.238
14 H 0.474 -1.442 -2.970  C16 1.056
15 H -1.278 2.214 -0.226  C5 1.093
16 C 0.462 -0.752 -2.171  C6 1.592, H7 1.060, H11 1.093, H14 1.056

=====

Model y:
C4H10O2 | ωB97M-V/def2-TZVPD

Computed properties:
LUMO level in eV: 0.38
Orbital gap in eV: 9.4316
SMILES: C=CC=C.O.O

Each atom is followed by the atoms it is bonded to, with distances in Å.
Positions of all 16 atoms, in Å:
1 H -0.430 -1.473 -1.095  O11 0.963
2 H -1.572 0.492 -0.078  C13 1.049
3 H -0.083 3.104 0.546  C14 1.076
4 H 2.074 -0.428 -0.747  C16 1.085
5 H -1.360 -1.377 -0.051  O11 0.956
6 H 1.262 -2.898 1.174  O7 0.967
7 O 0.460 -2.468 0.846  H6 0.967, H12 0.968
8 H 0.784 0.483 -1.543  C16 1.090
9 H 1.653 1.401 1.258  C15 1.088
10 H -2.195 2.110 -0.036  C13 1.093
11 O -1.366 -1.267 -1.001  H1 0.963, H5 0.956
12 H -0.189 -2.927 1.398  O7 0.968
13 C -1.295 1.496 0.048  H2 1.049, H10 1.093, C14 1.327
14 C -0.127 2.046 0.358  H3 1.076, C13 1.327, C15 1.485
15 C 1.068 1.165 0.373  H9 1.088, C14 1.485, C16 1.324
16 C 1.448 0.455 -0.679  H4 1.085, H8 1.090, C15 1.324

=====

Model z:
C4H10O2 | ωB97M-V/def2-TZVPD

Computed properties:
LUMO level in eV: 0.74
Orbital gap in eV: 9.9969
SMILES: C=CO.CCO

Each atom is followed by the atoms it is bonded to, with distances in Å.
Positions of all 16 atoms, in Å:
1 H 1.787 -0.128 1.826  C3 1.092
2 H -4.088 0.991 0.169  C5 1.080
3 C 1.660 -0.880 1.045  H1 1.092, H4 1.091, C8 1.514, H16 1.089
4 H 0.609 -1.173 1.030  C3 1.091
5 C -3.161 0.459 0.325  H2 1.080, H13 1.076, C14 1.313
6 O -1.168 -0.234 -0.796  C14 1.376, H15 0.976
7 H -2.680 0.947 -1.628  C14 1.087
8 C 2.088 -0.340 -0.303  C3 1.514, H9 1.102, O10 1.433, H11 1.093
9 H 3.180 -0.194 -0.315  C8 1.102
10 O 1.412 0.887 -0.607  C8 1.433, H12 0.964
11 H 1.860 -1.040 -1.111  C8 1.093
12 H 2.026 1.629 -0.589  O10 0.964
13 H -2.968 -0.014 1.271  C5 1.076
14 C -2.364 0.442 -0.719  C5 1.313, O6 1.376, H7 1.087
15 H -0.441 0.410 -0.898  O6 0.976
16 H 2.249 -1.760 1.301  C3 1.089

=====

What is the stability order? It is model z, model x, model y, model w, from most stable to least stable.

=====

Model w:
C4H10O2 | ωB97M-V/def2-TZVPD

Computed properties:
LUMO level in eV: 0.89
Orbital gap in eV: 10.6668
SMILES: CC(CO)CO

Each atom is followed by the atoms it is bonded to, with distances in Å.
Positions of all 16 atoms, in Å:
1 C -0.469 0.130 -0.105  C4 1.543, H7 1.097, C10 1.544, C11 1.543
2 H 1.573 1.266 -0.062  O14 0.983
3 H -2.541 -0.149 0.558  C11 1.099
4 C 0.705 -0.592 -0.798  C1 1.543, H6 1.103, H15 1.088, O16 1.459
5 H -1.524 -1.544 0.911  C11 1.098
6 H 1.278 -1.129 -0.023  C4 1.103
7 H -0.793 0.912 -0.802  C1 1.097
8 H -2.070 -1.231 -0.744  C11 1.098
9 H 0.091 0.123 2.006  C10 1.104
10 C 0.128 0.813 1.145  C1 1.544, H9 1.104, H12 1.103, O14 1.416
11 C -1.705 -0.751 0.174  C1 1.543, H3 1.099, H5 1.098, H8 1.098
12 H -0.460 1.700 1.435  C10 1.103
13 H 2.439 0.177 -1.545  O16 0.971
14 O 1.480 1.161 0.912  H2 0.983, C10 1.416
15 H 0.370 -1.295 -1.559  C4 1.088
16 O 1.498 0.410 -1.503  C4 1.459, H13 0.971

=====

Model x:
C4H10O2 | ωB97M-V/def2-TZVPD

Computed properties:
LUMO level in eV: 0.46
Orbital gap in eV: 9.1817
SMILES: C=C(C)O.[H][H].C=O

Each atom is followed by the atoms it is bonded to, with distances in Å.
Positions of all 16 atoms, in Å:
1 H -1.799 0.465 0.245  H14 0.747
2 H -0.765 2.623 -2.036  C10 1.105
3 H 0.637 -0.736 -1.761  C15 1.086
4 H -0.231 2.306 -0.269  C10 1.103
5 O 1.416 0.208 0.633  H7 0.974, C11 1.360
6 O 1.049 1.772 -1.740  C10 1.210
7 H 1.653 0.648 -0.204  O5 0.974
8 C 0.079 -1.474 1.615  H9 1.092, C11 1.498, H13 1.096, H16 1.095
9 H -0.720 -2.186 1.394  C8 1.092
10 C 0.007 2.241 -1.344  H2 1.105, H4 1.103, O6 1.210
11 C 0.573 -0.824 0.359  O5 1.360, C8 1.498, C15 1.337
12 H -0.448 -2.046 -1.016  C15 1.084
13 H 0.895 -2.005 2.117  C8 1.096
14 H -2.279 0.934 0.573  H1 0.747
15 C 0.229 -1.211 -0.874  H3 1.086, C11 1.337, H12 1.084
16 H -0.298 -0.715 2.307  C8 1.095

=====

Model y:
C4H10O2 | ωB97M-V/def2-TZVPD

Computed properties:
LUMO level in eV: 1.10
Orbital gap in eV: 10.9296
SMILES: COCCOC

Each atom is followed by the atoms it is bonded to, with distances in Å.
Positions of all 16 atoms, in Å:
1 H -0.006 -0.443 3.032  C15 1.101
2 H -0.247 -0.379 -3.325  C3 1.102
3 C 0.581 -0.820 -2.747  H2 1.102, H6 1.092, O7 1.403, H16 1.102
4 H 0.516 1.626 0.396  C14 1.101
5 H -1.105 0.440 -1.125  C8 1.102
6 H 1.487 -0.813 -3.356  C3 1.092
7 O 0.853 -0.086 -1.583  C3 1.403, C8 1.404
8 C -0.236 -0.085 -0.697  H5 1.102, O7 1.404, H11 1.102, C14 1.515
9 H 0.084 1.336 3.114  C15 1.100
10 H -1.473 0.511 3.397  C15 1.093
11 H -0.557 -1.113 -0.463  C8 1.102
12 O -0.913 0.560 1.460  C14 1.409, C15 1.403
13 H 1.054 0.045 1.005  C14 1.101
14 C 0.194 0.592 0.589  H4 1.101, C8 1.515, O12 1.409, H13 1.101
15 C -0.550 0.489 2.813  H1 1.101, H9 1.100, H10 1.093, O12 1.403
16 H 0.319 -1.863 -2.511  C3 1.102

=====

What is the stability order? It is model w, model y, model x, from most stable to least stable.